Formula: C18H50BINO13P4
Source: OMol25
Level of theory: ωB97M-V/def2-TZVPD

Geometry as XYZ:
```
88
Properties=species:S:1:pos:R:3:forces:R:3
I -3.2830 -3.2132 -4.6284 -0.4 -0.2 0.0
P -2.2790 4.2932 4.5749 -3.7 -1.3 -5.9
P -2.2481 2.4075 -2.9132 -3.5 -2.3 -5.9
P 5.3340 -5.7055 -0.9218 4.4 0.4 -5.4
P -0.2018 -4.4428 -5.0310 -0.4 0.0 -2.1
O -3.8896 2.2440 -2.8919 0.6 0.7 0.8
O -3.9237 4.3980 4.5760 0.7 0.5 0.8
O 5.6480 -6.5579 -2.2705 -0.2 -0.3 0.5
O 4.2383 -4.8194 -1.3971 -1.3 -0.7 3.1
O -1.7644 1.1071 -2.3755 1.3 2.1 2.6
O -1.9787 4.1250 2.9845 0.4 0.4 0.3
O 6.6406 -4.6974 -0.8693 -0.6 -0.4 1.0
O -2.0576 5.9044 4.3581 1.6 -0.8 2.0
O -2.2981 4.0310 -3.1912 1.7 -0.5 2.0
O -2.0195 2.9097 5.0584 1.5 1.7 2.6
O 6.0824 -6.9072 -0.0892 -2.4 0.4 1.1
O -1.9367 2.2280 -4.4953 0.4 0.6 0.4
O 0.9611 -5.6386 -4.6083 0.0 0.8 0.6
N 0.3479 -2.8871 -4.4055 -0.3 -1.4 0.6
C -1.2754 2.9762 2.4984 -0.1 -0.4 -0.1
C 4.7047 -6.5589 -3.3508 -0.2 0.3 -0.2
C -1.5080 6.5124 6.6838 0.2 0.1 -0.1
C -1.8400 4.7808 -0.8920 0.2 0.2 0.0
C -2.2256 1.8427 2.1574 -0.2 0.0 -0.3
C -4.9516 2.8754 -0.7740 0.1 0.1 0.0
C 4.9658 -5.4301 -4.3293 0.2 0.0 -0.3
C -1.8030 -0.1068 -5.2336 0.0 0.4 -0.4
C 6.5603 -3.4246 -0.2397 0.1 0.5 -0.1
C -1.0556 1.1822 -4.9467 0.0 -0.5 -0.1
C -4.5645 1.7656 -1.7357 -0.3 -0.3 0.2
C -2.2217 6.8679 5.3912 -0.3 0.4 0.3
C -4.9036 5.1119 6.7076 0.2 0.1 0.0
C -2.6127 4.9802 -2.1839 -0.4 0.3 0.3
C 6.8984 -3.4717 1.2388 -0.1 -0.2 0.1
C -4.6879 3.9928 5.7061 -0.4 -0.3 0.2
C 6.2908 -6.8773 1.3162 0.3 0.1 0.5
C 5.0505 -6.5155 2.1151 -0.1 -0.2 0.0
B -1.7957 -4.7706 -3.9525 0.9 0.0 0.6
H -5.5359 3.6461 -1.2790 0.0 0.0 0.0
H -2.3266 -0.0358 -6.1904 0.0 0.0 0.0
H -0.5753 1.5390 -5.8601 -0.1 0.3 0.0
H 5.3278 -6.2305 3.1305 0.0 0.1 0.0
H -1.8229 7.8082 5.0071 0.1 -0.1 -0.2
H -0.8207 5.1563 -0.9947 0.0 -0.1 0.0
H -4.2326 3.1281 6.1933 0.1 0.0 -0.1
H 7.2897 -2.7868 -0.7419 0.0 -0.1 -0.1
H 1.5140 -5.2621 -3.9132 0.0 -0.3 0.3
H -1.1117 -0.9466 -5.2854 0.0 0.0 0.0
H 6.9185 -2.4659 1.6612 0.0 0.0 -0.1
H -4.0681 3.3481 -0.3384 -0.1 0.0 0.0
H -3.0175 1.7281 2.8956 0.2 0.0 0.2
H 5.2221 -4.4941 -3.8351 -0.2 0.0 0.2
H -0.4399 6.7147 6.5978 0.0 -0.1 0.0
H -5.3447 5.9870 6.2292 0.0 0.0 0.0
H 7.8746 -3.9298 1.4038 0.0 0.0 0.0
H -2.7218 2.0351 1.2042 0.0 0.0 0.0
H -0.2578 1.0200 -4.2234 -0.1 0.0 0.1
H -3.9681 1.0071 -1.2240 0.1 0.0 -0.1
H -0.7362 3.2797 1.6000 -0.1 0.2 0.0
H -5.6598 3.6784 5.3228 0.1 0.0 -0.1
H 4.4854 -5.6948 1.6631 0.1 0.1 0.1
H -2.5618 -0.3267 -4.4897 0.2 0.0 0.2
H -1.8942 7.1174 7.5045 0.0 0.0 0.0
H -1.6180 5.4555 6.9459 -0.1 0.0 0.0
H 6.1535 -4.0448 1.7955 0.0 0.0 0.0
H 1.3583 -2.8514 -4.3947 0.2 0.3 -0.1
H -2.3803 5.9648 -2.5948 0.1 -0.1 -0.1
H -5.5711 4.7887 7.5077 0.0 -0.1 0.0
H -3.6938 4.9805 -2.0167 0.0 -0.2 0.1
H -2.3163 5.3334 -0.0807 0.0 -0.1 0.1
H 4.8003 -7.5163 -3.8632 0.2 -0.1 0.1
H -5.5489 2.4802 0.0496 0.0 -0.1 0.0
H 4.3781 -7.3710 2.1838 -0.1 0.0 -0.1
H 3.6877 -6.5168 -2.9676 0.0 0.1 0.1
H -2.2294 -5.8740 -4.1164 -0.1 0.0 -0.1
H -1.6837 0.9008 2.0721 0.0 0.0 0.0
H -3.9611 5.4140 7.1705 0.0 0.0 0.0
H 7.1294 -6.2114 1.5390 -0.1 0.2 -0.1
H 6.6250 -7.8758 1.6035 -0.1 0.0 -0.2
H 0.0002 -2.8555 -3.4495 0.2 0.4 0.2
H -3.2893 7.0443 5.5486 0.0 -0.2 0.1
H 5.8122 -5.6730 -4.9757 0.0 0.0 0.0
H 5.5754 -2.9779 -0.3908 0.0 -0.1 -0.1
H -1.7693 3.7275 -0.6034 -0.2 0.0 0.0
H -5.4751 1.2804 -2.0901 0.1 -0.1 -0.1
H -1.4867 -4.5243 -2.8046 -0.2 0.0 0.2
H 4.0917 -5.2655 -4.9609 0.0 0.0 0.0
H -0.5220 2.6557 3.2154 -0.1 0.0 0.1
```
Positions in Å, forces in eV/Å.

Values from the calculation:
- Net charge: -1
- Kohn-Sham gap: 0.16621 hartree

---

Formula: C4H14NO3
Source: OMol25
Level of theory: ωB97M-V/def2-TZVPD

Geometry as XYZ:
```
22
Properties=species:S:1:pos:R:3:forces:R:3
O 0.4154 -1.6896 -2.2652 0.5 0.3 0.5
O 1.0341 3.3004 -0.5349 0.4 0.2 -0.1
O 1.9165 0.3373 -1.8016 0.0 0.0 0.2
N -0.8364 -1.6572 -0.1997 1.0 -1.0 0.1
C -0.8133 -0.0594 1.7345 -0.7 -0.8 0.1
C -1.4005 1.3413 1.6053 0.5 0.6 0.5
C 0.0837 -2.3889 -1.1633 -1.3 0.3 -0.4
C -0.1465 -0.5452 0.4159 -0.9 0.6 0.7
H -0.7273 1.9594 1.0073 -0.4 0.0 -0.4
H 0.8516 -0.8662 0.6708 0.5 -0.1 -0.2
H 0.9182 -2.7314 -0.5215 0.2 -0.1 0.0
H 1.7671 3.1533 -1.1537 -0.4 -0.2 0.2
H -0.5566 -3.2510 -1.4458 0.4 -0.3 0.2
H -2.4032 1.3100 1.1866 0.1 0.1 -0.4
H 2.7017 -0.0501 -1.4037 0.0 0.0 -0.1
H -0.1786 -0.2171 2.6137 0.3 0.5 -0.2
H 0.8473 2.4129 -0.2078 0.1 -0.1 -0.3
H -1.5697 -1.3606 -0.8192 -0.4 0.6 -0.1
H 1.2766 -0.4901 -1.9203 0.1 0.0 -0.5
H -1.4751 1.9499 2.5157 -0.1 -0.5 0.3
H -1.6168 -0.7761 1.9361 -0.1 0.1 -0.1
H -0.0879 0.3186 -0.2492 0.3 0.0 -0.1
```
Positions in Å, forces in eV/Å.

Values from the calculation:
- Net charge: -1
- Kohn-Sham gap: 0.27468 hartree
- Relative energy (zero: lowest compared OMol25 entry of this formula, charge and spin): 91.6 kJ/mol

---

Formula: C4H13N5
Source: OMol25
Level of theory: ωB97M-V/def2-TZVPD

Geometry as XYZ:
```
22
Properties=species:S:1:pos:R:3:forces:R:3
N 0.6282 0.2284 0.6461 0.3 -0.2 0.2
N 1.5055 -0.6630 1.3060 0.3 0.1 0.2
N 0.8021 0.1950 -1.8481 0.0 -0.1 -0.1
N -2.2266 -1.0718 1.0006 -0.4 -0.8 0.2
N 0.1080 -1.6692 -0.6540 0.0 -0.2 -0.2
C -1.9550 0.0992 0.6307 -0.2 0.6 0.2
C 0.0885 -0.2273 -0.6642 -0.3 0.1 -0.1
C -1.3664 0.3338 -0.7199 0.6 -0.2 -0.2
C 1.2076 1.5553 0.6476 -0.1 -0.2 0.2
H 1.7280 -0.2159 -1.8661 0.0 0.0 0.0
H 2.2297 -1.0180 0.6730 -0.3 0.0 0.1
H -1.9066 -0.2151 -1.4901 0.0 0.1 0.0
H 0.8848 1.2018 -1.9000 0.0 0.0 0.0
H 2.1520 1.6208 0.0853 -0.1 0.0 0.0
H 0.9617 -1.4607 1.6205 0.2 0.1 -0.1
H -2.0799 0.9895 1.2575 -0.1 -0.2 0.1
H -0.6344 -1.9955 -0.0360 0.1 -0.1 -0.1
H -2.5821 -1.1606 1.9527 0.1 0.4 -0.1
H -1.3599 1.3921 -0.9710 0.0 0.1 0.0
H 1.4114 1.8152 1.6843 0.0 0.1 -0.1
H -0.0891 -1.9999 -1.5918 -0.1 0.1 0.1
H 0.4925 2.2657 0.2367 0.0 0.1 -0.1
```
Positions in Å, forces in eV/Å.

Values from the calculation:
- SMILES: [H]/N=C/CC(N)(N)N(C)N
- Kohn-Sham gap: 0.34626 hartree
- Relative energy (zero: lowest compared OMol25 entry of this formula, charge and spin): 85.0 kJ/mol

---

Formula: C4H12N3
Source: OMol25
Level of theory: ωB97M-V/def2-TZVPD

Geometry as XYZ:
```
19
Properties=species:S:1:pos:R:3:forces:R:3
N -2.8621 -0.5856 0.0095 2.2 2.6 -1.1
N 2.5644 -0.8924 -0.7377 -0.1 -2.6 0.7
N 1.2725 0.3456 1.0912 -0.5 3.7 0.4
C -0.7822 0.9745 -0.3330 -1.0 0.1 -0.3
C 1.4444 -0.1750 -1.1866 -0.8 2.3 2.6
C 0.6327 0.4996 -0.2959 2.3 -2.1 -0.3
C -1.7624 0.1374 0.5922 1.5 -0.8 0.5
H -1.1088 0.6133 -1.2719 -0.3 0.4 -1.6
H 0.6565 0.8055 1.7810 0.3 -0.2 -0.2
H -0.9837 2.0521 -0.2093 0.5 -0.4 -0.2
H 2.3199 -1.9172 -0.8707 0.6 1.5 0.4
H -2.0164 0.7959 1.4189 -0.3 -0.2 0.3
H 2.2002 0.8522 1.1493 -1.1 -1.0 -0.2
H -0.9778 -0.5622 0.8947 -1.0 -0.7 0.9
H 3.5063 -0.7952 -1.1219 -0.7 0.6 -0.4
H 1.3799 -0.5844 1.3723 0.5 -1.9 0.4
H -3.1896 -1.4655 0.1787 0.2 -2.8 1.3
H -3.6300 -0.0669 -0.2672 -1.4 1.6 -0.6
H 1.3363 -0.0316 -2.1934 -0.9 0.1 -2.6
```
Positions in Å, forces in eV/Å.

Values from the calculation:
- SMILES: N/C=C(\[NH3+])CCN
- Net charge: +1
- Kohn-Sham gap: 0.33990 hartree
- Relative energy (zero: lowest compared OMol25 entry of this formula, charge and spin): 330.4 kJ/mol

---

Formula: C23H26O4
Source: OMol25
Level of theory: ωB97M-V/def2-TZVPD

Geometry as XYZ:
```
53
Properties=species:S:1:pos:R:3:forces:R:3
O -4.6026 -0.4273 1.1788 -0.5 -0.1 -0.4
O -3.0338 0.2286 2.6242 0.1 0.1 0.1
O 1.5397 1.4899 -0.1123 0.2 -0.3 -0.1
O -0.1847 2.7879 0.5125 0.0 0.1 0.1
C -3.3361 -0.1638 1.5294 0.1 0.0 0.2
C 4.5661 -0.3303 0.5600 0.2 0.1 0.1
C -4.0356 2.0106 -3.5258 -0.1 0.0 -0.1
C 3.2155 0.9569 2.3011 0.2 0.3 0.1
C 0.2422 1.7594 0.0581 -0.3 -0.1 -0.2
C -0.8903 -0.4443 0.7448 0.0 -0.1 0.1
C -0.6044 0.5899 -0.3730 0.0 0.2 0.1
C 1.0647 -1.9028 0.1301 -0.1 0.0 0.0
C -2.5292 -0.1677 -2.7314 0.0 0.1 0.0
C 1.0410 -4.2616 0.5740 0.1 -0.1 0.0
C 2.4720 2.4623 0.3641 0.2 0.6 0.4
C -3.8405 0.9538 -4.3980 -0.1 0.1 -0.1
C -2.7202 0.8892 -1.8473 -0.1 0.1 0.0
C 4.6104 0.6116 1.7588 -0.2 -0.2 0.0
C -0.2234 -4.1401 1.1256 -0.1 -0.1 0.0
C -0.8433 -2.9048 1.1752 0.1 0.1 0.0
C -2.1173 0.8649 -0.4809 0.0 0.1 -0.1
C 1.6839 -3.1398 0.0804 0.1 -0.1 0.0
C -3.4790 1.9775 -2.2595 0.1 0.0 0.0
C -2.3878 -0.3953 0.3908 0.0 0.0 0.2
C -3.0852 -0.1353 -3.9971 0.0 -0.1 0.0
C -0.2073 -1.7751 0.6732 0.0 0.0 0.0
C 2.7021 2.3317 1.8677 -0.2 -0.3 -0.3
H 2.5046 0.1907 1.9861 -0.1 -0.1 0.1
H 4.1333 -1.2848 0.8516 -0.1 -0.1 0.0
H -4.2746 0.9780 -5.3865 0.0 0.0 -0.1
H 2.0858 3.4614 0.1359 0.1 -0.2 0.0
H -2.3610 1.7801 0.0634 0.0 -0.1 0.0
H 3.2384 0.9491 3.3925 -0.1 -0.1 0.0
H 3.4142 3.1037 2.1654 0.0 0.1 0.0
H -0.1799 0.1311 -1.2653 0.0 0.0 0.0
H 3.3892 2.2853 -0.1985 -0.1 0.0 0.0
H -5.2065 -0.2292 1.9122 0.3 0.1 0.0
H 5.5703 -0.5107 0.1813 0.1 -0.1 -0.1
H -0.7282 -5.0103 1.5186 0.0 -0.1 0.0
H -2.9284 -0.9630 -4.6734 0.0 -0.1 -0.1
H -1.8261 -2.8107 1.6144 -0.1 0.0 0.0
H 3.9648 0.0835 -0.2448 -0.1 0.0 -0.2
H 1.5241 -5.2266 0.5327 0.0 -0.1 0.0
H 5.1943 0.1314 2.5468 0.1 0.1 0.0
H -4.6229 2.8637 -3.8323 0.0 0.1 0.0
H 1.5750 -1.0299 -0.2476 0.1 0.1 -0.1
H 5.1342 1.5304 1.4857 0.1 0.0 0.0
H -0.7406 -0.0016 1.7358 -0.1 0.0 -0.1
H 1.7562 2.5344 2.3747 0.0 0.1 0.0
H -2.7334 -1.2358 -0.2105 0.1 0.0 0.0
H -1.9416 -1.0243 -2.4316 0.1 -0.1 0.0
H 2.6722 -3.2274 -0.3475 0.1 0.0 0.0
H -3.6305 2.8058 -1.5827 0.0 0.1 0.1
```
Positions in Å, forces in eV/Å.

Values from the calculation:
- SMILES: CCCCCOC(=O)[C@H]1[C@H](c2ccccc2)[C@@H](C(=O)O)[C@@H]1c1ccccc1
- Kohn-Sham gap: 0.36465 hartree
- Relative energy (zero: lowest compared OMol25 entry of this formula, charge and spin): 0.0 kJ/mol

---

Formula: C2H3Br3O2
Source: OMol25
Level of theory: ωB97M-V/def2-TZVPD

Geometry as XYZ:
```
10
Properties=species:S:1:pos:R:3:forces:R:3
Br -1.1952 2.2213 -0.1173 0.7 -0.5 0.3
Br 1.9081 2.5773 0.5381 0.2 0.1 -0.1
Br -0.1263 1.7729 2.8273 -0.1 0.2 0.5
O 0.4674 -2.1114 0.0341 -0.4 -0.7 0.4
O -1.0963 -1.3882 -1.4118 -2.7 -1.4 0.4
C 0.1050 -1.7735 -1.0536 2.5 1.2 -0.3
C 0.3273 1.6168 0.9845 -0.2 -2.3 -0.4
H 0.5361 0.4681 0.8767 -0.6 2.4 -0.3
H -1.8120 -1.8288 -0.8264 1.7 1.2 -0.9
H 0.8860 -1.5544 -1.8516 -1.1 -0.3 0.4
```
Positions in Å, forces in eV/Å.

Values from the calculation:
- Kohn-Sham gap: 0.37780 hartree
- Relative energy (zero: lowest compared OMol25 entry of this formula, charge and spin): 0.0 kJ/mol

---

Copy entry 3 word for word.
Formula: C4H13N5
Source: OMol25
Level of theory: ωB97M-V/def2-TZVPD

Geometry as XYZ:
```
22
Properties=species:S:1:pos:R:3:forces:R:3
N 0.6282 0.2284 0.6461 0.3 -0.2 0.2
N 1.5055 -0.6630 1.3060 0.3 0.1 0.2
N 0.8021 0.1950 -1.8481 0.0 -0.1 -0.1
N -2.2266 -1.0718 1.0006 -0.4 -0.8 0.2
N 0.1080 -1.6692 -0.6540 0.0 -0.2 -0.2
C -1.9550 0.0992 0.6307 -0.2 0.6 0.2
C 0.0885 -0.2273 -0.6642 -0.3 0.1 -0.1
C -1.3664 0.3338 -0.7199 0.6 -0.2 -0.2
C 1.2076 1.5553 0.6476 -0.1 -0.2 0.2
H 1.7280 -0.2159 -1.8661 0.0 0.0 0.0
H 2.2297 -1.0180 0.6730 -0.3 0.0 0.1
H -1.9066 -0.2151 -1.4901 0.0 0.1 0.0
H 0.8848 1.2018 -1.9000 0.0 0.0 0.0
H 2.1520 1.6208 0.0853 -0.1 0.0 0.0
H 0.9617 -1.4607 1.6205 0.2 0.1 -0.1
H -2.0799 0.9895 1.2575 -0.1 -0.2 0.1
H -0.6344 -1.9955 -0.0360 0.1 -0.1 -0.1
H -2.5821 -1.1606 1.9527 0.1 0.4 -0.1
H -1.3599 1.3921 -0.9710 0.0 0.1 0.0
H 1.4114 1.8152 1.6843 0.0 0.1 -0.1
H -0.0891 -1.9999 -1.5918 -0.1 0.1 0.1
H 0.4925 2.2657 0.2367 0.0 0.1 -0.1
```
Positions in Å, forces in eV/Å.

Values from the calculation:
- SMILES: [H]/N=C/CC(N)(N)N(C)N
- Kohn-Sham gap: 0.34626 hartree
- Relative energy (zero: lowest compared OMol25 entry of this formula, charge and spin): 85.0 kJ/mol

---

Which of these has the highest Kohn-Sham gap?
C2H3Br3O2

---

Which formula does entry 6 have?
C2H3Br3O2

---

Which value of Kohn-Sham gap does entry 5 give?
0.36465 hartree